# C2H6N3O

A cluster of 2 separate species, C2H6N3O in total in a non-equilibrium geometry (ωB97M-V/def2-TZVPD, the OMol25 dataset).

Structure (XYZ):
```
12
Properties=species:S:1:pos:R:3:forces:R:3:nbo_charge:R:1
C -1.8022 0.7176 0.6127 -1.1047 2.7147 1.8083 0.417
C -0.3803 0.0076 -0.7068 1.1822 -2.4705 -2.1055 0.311
N -0.7777 1.1205 -0.0627 0.7277 -0.3337 -0.8504 -0.443
N -1.1821 -1.0086 -0.3826 0.5922 3.3650 0.0123 -0.191
N 2.1542 -0.0065 0.1639 1.1133 -1.8484 -2.5142 -1.101
O -2.1203 -0.5501 0.4673 -0.5621 -0.2588 0.8086 -0.190
H -2.3697 1.4555 1.3133 0.6774 -2.0471 -1.3291 0.283
H 0.4257 -0.2757 -1.5182 -1.6957 1.4076 2.0108 0.314
H -1.1719 -1.9612 -0.5297 -0.0129 -2.4914 -0.5240 0.452
H 2.0357 0.0718 1.1323 0.4575 0.2800 1.4501 0.383
H 2.1320 0.8539 -0.3178 -0.1528 1.4511 0.0176 0.367
H 3.0567 -0.4247 -0.1718 -1.2221 0.2315 1.2154 0.397
```
Forces are in eV/Å.

Relative energy (zero: lowest compared OMol25 entry of this formula, charge and spin) in kcal/mol: 82.61
Lowest unoccupied orbital energy (spin up / spin down) in eV: -4.96 / -4.96
E in a.u.: -318.9707
Total charge: +1
Kohn-Sham gap (spin up / spin down) in hartree: 0.3396 / 0.3395
HOMO level (spin up / spin down) in eV: -14.198 / -14.198



# C4H6N2O

The molecule C4H6N2O (ωB97M-V/def2-TZVPD, the OMol25 dataset).

Structure (XYZ):
```
13
Properties=species:S:1:pos:R:3:forces:R:3:nbo_charge:R:1
H 0.1352 -0.0269 -3.4186 0.0403 0.0187 0.1071 0.340
N -0.0982 -0.1959 -2.4403 -0.2986 0.2742 -0.0814 -0.602
C -1.0477 0.5674 -2.0745 0.1741 -0.1317 -0.0488 0.108
C -1.5933 0.5159 -0.7073 0.0234 -0.0672 0.1842 -0.426
C -0.9612 -0.0961 0.2672 0.0340 -0.1529 0.2556 0.419
N -0.4126 -0.7226 1.1745 -0.4228 0.2127 -0.6195 -0.171
O 0.3976 0.1021 1.9794 0.0346 0.1848 0.1070 -0.380
C 1.6684 -0.5103 2.0839 0.2747 -0.0815 0.0419 -0.256
H -1.5269 1.3046 -2.7321 0.0687 -0.1625 0.0451 0.162
H -2.5380 1.0030 -0.4847 0.0993 -0.0762 -0.0432 0.247
H 2.2049 0.0705 2.8360 -0.0253 -0.1171 -0.0726 0.196
H 1.5769 -1.5573 2.3920 -0.0027 0.1482 0.0057 0.186
H 2.1948 -0.4544 1.1246 0.0002 -0.0496 0.1188 0.177
```
Forces are in eV/Å.

Relative energy (zero: lowest compared OMol25 entry of this formula, charge and spin) in kcal/mol: 103.25
Lowest unoccupied orbital energy in eV: 0.37
E in a.u.: -340.6304
Total charge: 0
Kohn-Sham gap in hartree: 0.3610
HOMO level in eV: -9.457